# 1
DFT (wB97M-V/def2-TZVPD) results for C40H44F4N6O4STi as an isolated structure.

The geometry in ORCA input format:
```
! wB97M-V def2-TZVPD RIJCOSX def2/J DEFGRID3
* xyz 0 1
C -1.5375 -1.7407 -0.8102
H -0.3305 -7.1830 3.8024
C -0.6639 2.5898 2.3865
N 2.2094 0.0367 0.6834
C -1.5667 -5.7146 2.8676
C 3.1787 -0.9432 1.2034
N -1.8738 -1.3945 2.3600
H 5.0255 -3.7610 -1.6374
C -2.6784 4.5273 2.6955
H 1.1848 -3.6905 -2.5979
C 2.3525 -4.0406 -0.8116
H -1.8100 -2.4373 -0.0173
O 0.3954 -1.4544 2.1064
H -2.2087 -0.8863 -0.7149
H 3.2139 -0.9100 2.2966
C 0.0864 4.0623 -0.5893
H -3.3084 -3.2512 -3.1813
H 4.4599 4.6174 -0.7972
H 0.1445 -0.7468 -1.4039
C 3.3643 2.8793 -1.4137
C 0.6102 -5.2509 3.7684
H 0.8251 5.8851 0.2532
C -0.4690 5.5721 -2.8598
H 4.1749 -0.6559 0.8523
H -4.0536 2.9079 2.4611
C 3.6455 -2.0747 -1.4973
C 4.0071 3.6836 -0.4970
C 3.4461 2.0846 1.2142
F 4.6395 4.0335 1.7433
H 0.7084 4.1910 2.7155
H 1.5298 -4.3063 -0.1389
H 3.2791 -2.1709 -2.5203
F 2.1371 0.9581 -1.9544
N 2.6309 -2.6235 -0.5994
Ti 0.3146 0.2271 1.0301
C -0.7461 -2.0352 2.3824
H 0.5115 -2.0423 -0.5287
H 3.2027 -4.6733 -0.5069
H -2.3662 -6.4154 2.6515
H -3.3420 -3.5164 -1.5689
C -1.7373 -2.3948 -2.1661
C 2.7729 1.6911 -1.0275
H -3.1672 -0.3097 -2.2173
H -3.4393 -4.7088 1.7573
C -0.5105 3.4776 -1.6930
H 2.8052 -4.3103 -2.9275
C 0.4679 -3.9310 3.3810
H 2.0431 -2.7539 1.3695
H -1.5423 -1.6603 -2.9541
C -0.7901 4.2264 -2.8302
O -0.4078 1.3688 -0.2495
F 3.2904 3.2534 -2.6963
C 4.0357 3.2710 0.8206
H -1.0034 -3.2050 -2.2875
H -5.2767 3.6019 -0.6770
H -3.3836 0.5382 2.7197
C -2.4110 0.8300 2.3267
H -1.0517 5.9124 2.9555
N -3.1249 -2.8291 -2.2808
C -2.6226 1.8055 -1.8841
H -2.9441 0.6166 -3.6741
H 0.3482 7.2302 -1.7678
C -0.4194 -6.1449 3.5097
H 1.5115 -5.5790 4.2676
C -3.0130 3.2079 2.5008
C -1.7110 -4.3845 2.4841
H 0.3024 3.4738 0.2890
H -5.3842 0.1957 -3.3001
H -6.5272 1.9588 -2.1220
C 2.9056 -2.3920 0.8126
H 1.5708 -5.3902 -2.2924
H -1.2799 3.7562 -3.6733
H -0.6853 6.1561 -3.7448
S -0.9957 1.7453 -1.7581
F 3.5035 1.7207 2.4984
O -2.8230 -3.9711 1.8174
C -3.3278 0.6846 -2.6493
C 5.0372 -2.6978 -1.3908
C -3.3907 2.7869 -1.1474
C -5.4487 1.8777 -2.0488
C 0.1115 6.1741 -1.7494
H -2.8569 3.5061 -0.5355
N -0.1603 -1.2752 -0.5867
H 5.4522 -2.5904 -0.3872
C -0.6874 -3.4692 2.7499
C -1.3279 4.8799 2.7806
O 0.3187 1.7192 2.2113
C -4.7297 2.8405 -1.2168
H -3.4491 5.2785 2.7999
C -0.3406 3.9298 2.6471
C 0.3805 5.4213 -0.6189
H 3.7754 -2.9755 1.1631
N -1.5790 -0.0886 2.0037
C 1.9596 -4.3728 -2.2422
C -2.0288 2.2227 2.3350
C -4.8197 0.9064 -2.7073
H 3.7067 -1.0040 -1.3075
H 5.7180 -2.2043 -2.0854
C 2.8018 1.2546 0.2957
H 1.2557 -3.2145 3.5729
*
```

=====

# 2
DFT (wB97M-V/def2-TZVPD) results for C40H44F9N5O5PS2Y as an isolated structure.

The geometry in ORCA input format:
```
! wB97M-V def2-TZVPD RIJCOSX def2/J DEFGRID3
* xyz 2 1
F 5.0026 3.4132 -4.1845
H -0.0134 4.2909 -1.0011
C 2.4722 0.9859 -1.8403
H 3.0186 1.4755 -3.8531
F 3.3420 4.5220 5.7355
N -3.3647 0.3119 0.6524
O 0.2017 -1.8696 -3.4761
C -4.4322 2.5388 0.9229
N 0.1953 -4.9402 -2.4389
H 4.2892 -0.8199 1.7872
H 0.8070 2.8124 -0.5044
H 6.0467 2.0913 -0.8950
C 2.4547 2.6478 4.6153
C -4.4579 1.1469 0.8802
C -2.5680 -3.7546 -4.5710
F 1.3477 3.8830 6.2748
H 0.5199 -2.3526 0.4138
C -1.0931 2.2761 2.8814
C 3.3377 1.4432 -2.8194
C -2.4777 -1.2039 -4.3365
H -3.4187 0.1512 -2.1324
C 1.9476 -3.8003 1.0612
F 2.7837 -6.3347 1.5694
H -2.1192 -4.0940 -2.5068
H 1.0330 -5.0691 -4.8157
H -1.5343 4.1495 0.9848
H -3.5007 3.0697 0.7763
H 1.7386 -0.4834 3.5702
C -3.6945 -0.9640 0.6967
H -0.1776 -4.7287 -1.5298
C 5.5337 2.3450 -3.5696
H -2.0959 0.8472 -2.7745
H -1.6950 3.7135 -2.7382
H 2.9057 4.3131 3.3429
N 0.0669 -4.8035 -4.7316
O -0.9707 -0.0893 2.5954
H -5.6190 4.2941 1.2010
H -0.5532 -1.2013 4.2866
H -2.4785 4.0812 -1.1776
C 2.3430 -1.4179 1.0722
H -3.5700 -1.1131 -4.3318
C 2.4630 2.5359 2.2208
H -2.5502 -2.3373 -6.1442
H -2.5187 -1.9714 -2.3094
C 3.2273 -4.0145 1.5376
C -2.1088 3.2847 -1.8248
H 5.0671 -3.1118 2.1793
H -2.0522 -1.6682 3.4242
O -0.1481 -0.9845 -1.4540
S -5.3686 -1.2540 1.0052
C 3.6264 -1.6490 1.5720
C 2.6269 3.2690 3.3884
C 2.1238 1.1847 2.2635
H 4.5221 1.2859 0.8438
N -1.7511 -4.2143 -3.4371
F 4.7461 -5.6987 0.9259
Y -1.1335 0.1641 0.0427
H -2.1026 -0.3149 -4.8527
H 0.1551 4.0631 1.5189
F 4.2030 -5.5673 3.0116
H -1.0184 -2.4462 -5.2932
H 2.6291 3.0278 1.2717
N -2.4058 0.0733 -2.1888
C -0.6155 3.5560 0.9314
C 5.0442 1.7851 -1.1583
C -5.6144 3.2132 1.1627
O -0.8644 2.2571 1.4658
C 2.8766 0.9354 -0.5065
H -0.4107 -4.5304 -5.5715
H 1.4871 0.6348 -2.1245
C 1.9709 0.5729 3.5084
C -2.0253 -1.1786 -2.8796
C 4.0691 -2.9378 1.7985
C -2.0964 -2.4313 -5.1549
C -0.5284 -1.3789 -2.6410
C 2.1402 1.2976 4.6775
F 3.0581 2.7138 6.8916
H 2.0430 0.8119 5.6396
H -7.7251 3.0659 1.5488
H -0.1442 2.4902 3.3762
C -6.8123 2.5179 1.3623
C -1.0198 -1.3354 3.3089
C -5.6544 0.4602 1.0888
H -2.7344 0.8716 3.0803
C 3.7411 -5.4151 1.7656
H -2.9441 2.6308 -2.0603
H -0.4697 -2.0710 2.7302
C 2.5630 3.4474 5.8903
S -2.5097 -2.2005 0.4575
C 4.1750 1.3269 -0.1798
H -2.5992 -4.5389 -5.3304
H 1.1704 -5.1803 -2.4906
H -7.7710 0.6015 1.4924
O -1.1040 2.5143 -1.1511
F 5.7185 1.4019 -4.5046
C -6.8456 1.1369 1.3305
H -3.5875 -3.6838 -4.1904
C 1.5117 -2.5025 0.8219
C 4.6193 1.8472 -2.4760
C -1.6654 0.9477 3.2943
H -1.8099 3.0671 3.1229
F 6.7324 2.6978 -3.1004
C -0.1471 3.3420 -0.4766
P 1.7157 0.2655 0.7376
H -1.5191 0.8274 4.3711
H 1.2910 -4.6416 0.8876
C -0.4944 -4.6314 -3.5394
*
```

=====

The calculation returns the following energy above the lowest of the compared OMol25 structures with the same formula, charge and spin values, one per record and in order: 0.000, 0.504 eV.
The calculation returns the following LUMO energy values, one per record and in order: -0.02, -4.28 eV.
The calculation returns the following strongest force on any atom values, one per record and in order: 0.38, 0.91 eV/Å.